Record 1
Below is an isolated molecule of C3H7NO at a distorted geometry, with properties calculated with ωB97M-V/def2-TZVPD.

Each line ends with the Mulliken charge.
Geometry (Å):
C1 -1.900 -0.053 0.060  -0.81
N1 -0.575 -0.678 -0.142  -0.17
C2 0.693 -0.175 -0.043  0.58
C3 0.605 1.396 -0.025  -0.87
O1 1.718 -0.811 0.112  -0.60
H1 -1.991 1.120 0.194  0.24
H2 -2.424 -0.290 0.997  0.27
H3 -2.521 -0.373 -0.675  0.32
H4 -0.651 -1.729 -0.205  0.23
H5 -0.338 1.728 -0.719  0.26
H6 0.263 1.817 1.001  0.26
H7 1.553 1.957 -0.445  0.27

Calculated values
SMILES = CNC(C)=O
LUMO = 0.812 eV
relative energy (zero: lowest compared OMol25 entry of this formula, charge and spin) = 36.8 kcal per mole
HOMO level = -9.725 eV



Record 2
Below is an isolated molecule of C3H7NO at a distorted geometry, with properties calculated with ωB97M-V/def2-TZVPD.

Each line ends with the Mulliken charge.
Geometry (Å):
C1 0.958 -0.555 -1.206  -0.80
C2 0.398 0.541 -0.597  -0.41
C3 -0.900 0.022 0.658  0.17
N1 -1.029 0.944 1.514  -0.51
O1 -0.452 -1.287 1.157  -0.50
H1 2.050 -0.466 -1.223  0.26
H2 0.774 -0.807 -2.249  0.26
H3 0.203 -1.339 0.453  0.36
H4 1.030 1.137 0.048  0.30
H5 -0.298 1.205 -1.101  0.34
H6 -0.925 0.659 2.488  0.28
H7 -1.810 -0.055 0.060  0.26

Calculated values
LUMO = -1.431 eV
relative energy (zero: lowest compared OMol25 entry of this formula, charge and spin) = 133.4 kcal per mole
HOMO level = -8.938 eV



Record 3
Below is an isolated molecule of C3H7NO at a distorted geometry, with properties calculated with ωB97M-V/def2-TZVPD.

Each line ends with the Mulliken charge.
Geometry (Å):
O1 0.802 0.580 1.278  -0.53
C1 -0.205 0.921 0.198  -0.26
C2 -0.892 -0.595 0.410  -0.41
N1 0.128 -1.077 -0.626  -0.53
C3 0.156 0.297 -1.141  -0.52
H1 1.439 0.024 0.649  0.38
H2 -0.672 1.842 0.312  0.45
H3 -0.980 -0.984 1.413  0.30
H4 -1.923 -0.695 0.214  0.30
H5 -0.214 -1.553 -1.408  0.27
H6 1.261 0.221 -1.761  0.23
H7 -0.577 0.302 -2.060  0.33

Calculated values
SMILES = OC1CNC1
LUMO = 0.959 eV
relative energy (zero: lowest compared OMol25 entry of this formula, charge and spin) = 111.1 kcal per mole
HOMO level = -9.488 eV



Record 4
Below is an isolated molecule of C3H7NO at a distorted geometry, with properties calculated with ωB97M-V/def2-TZVPD.

Each line ends with the Mulliken charge.
Geometry (Å):
C1 2.088 -0.170 0.030  -0.85
C2 0.589 -0.093 -0.154  0.11
N1 -0.146 -1.189 -0.031  -0.37
O1 -1.569 -1.018 -0.024  -0.20
C3 -2.068 0.297 0.000  -0.60
H1 2.624 -0.612 -0.869  0.23
H2 2.466 0.861 0.195  0.29
H3 2.356 -0.853 0.853  0.28
H4 0.233 0.892 -0.112  0.33
H5 -1.587 0.831 0.884  0.26
H6 -1.835 0.896 -0.886  0.28
H7 -3.151 0.158 0.115  0.26

Calculated values
SMILES = C/C=N/OC
LUMO = 0.959 eV
relative energy (zero: lowest compared OMol25 entry of this formula, charge and spin) = 77.7 kcal per mole
HOMO level = -9.577 eV



Record 5
Below is a 2-piece molecular cluster, C3H7NO overall, with properties calculated with ωB97M-V/def2-TZVPD.

Each line ends with the Mulliken charge.
Geometry (Å):
O1 2.012 0.490 0.301  -0.33
C1 1.254 -0.251 -0.424  -0.73
C2 -0.217 -0.171 -0.618  0.50
C3 -1.280 -0.092 0.418  -0.48
N1 -0.776 1.122 -0.170  -0.44
H1 1.483 0.227 1.214  0.09
H2 0.912 -0.933 1.558  0.04
H3 1.769 -0.676 -1.296  0.20
H4 -0.519 -0.566 -1.588  0.37
H5 -0.927 -0.300 1.428  0.31
H6 -2.272 -0.443 0.139  0.25
H7 -1.405 1.493 -0.878  0.24

Calculated values
LUMO (spin up / spin down) = -0.696 / -0.694 eV
relative energy (zero: lowest compared OMol25 entry of this formula, charge and spin) = 158.5 kcal per mole
HOMO level (spin up / spin down) = -7.654 / -7.657 eV



Record 6
Below is an isolated molecule of C3H7NO at a distorted geometry, with properties calculated with ωB97M-V/def2-TZVPD.

Each line ends with the Mulliken charge.
Geometry (Å):
C1 -1.516 0.896 -0.238  -0.79
N1 -0.640 -0.112 0.315  -0.33
C2 0.759 -0.012 -0.033  -0.33
C3 1.464 -1.350 0.103  -0.08
O1 2.667 -1.438 0.058  -0.48
H1 -2.459 0.472 -0.568  0.28
H2 -1.630 1.793 0.379  0.28
H3 -1.026 1.288 -1.116  0.28
H4 -0.750 -0.220 1.312  0.23
H5 1.348 0.630 0.636  0.23
H6 0.905 0.335 -1.049  0.33
H7 0.878 -2.281 0.201  0.37

Calculated values
SMILES = CNCC=O
LUMO = 1.005 eV
relative energy (zero: lowest compared OMol25 entry of this formula, charge and spin) = 38.6 kcal per mole
HOMO level = -9.130 eV



Record 7
Below is an isolated molecule of C3H7NO at a distorted geometry, with properties calculated with ωB97M-V/def2-TZVPD.

Each line ends with the Mulliken charge.
Geometry (Å):
C1 2.284 0.154 0.004  -0.77
C2 0.786 0.341 0.003  0.14
N1 0.131 -0.735 0.071  -0.35
O1 -1.228 -0.708 -0.079  -0.21
C3 -1.945 0.596 0.027  -0.61
H1 2.461 -0.592 -0.835  0.23
H2 2.764 1.148 -0.191  0.28
H3 2.688 -0.282 0.942  0.23
H4 0.408 1.402 -0.210  0.26
H5 -1.487 1.143 0.895  0.27
H6 -1.703 1.129 -0.880  0.29
H7 -2.977 0.319 0.208  0.25

Calculated values
SMILES = C/C=N/OC
LUMO = 0.991 eV
relative energy (zero: lowest compared OMol25 entry of this formula, charge and spin) = 78.3 kcal per mole
HOMO level = -9.432 eV



Record 8
Below is a 2-piece molecular cluster, C3H7NO overall at a distorted geometry, with properties calculated with ωB97M-V/def2-TZVPD.

Each line ends with the Mulliken charge.
Geometry (Å):
C1 -0.560 -1.510 0.212  -0.78
C2 -1.044 -2.913 -0.034  0.10
O1 -1.273 -3.687 0.860  -0.45
H1 0.117 -1.219 -0.591  0.26
H2 -0.017 -1.550 1.156  0.27
H3 -1.352 -0.776 0.311  0.28
H4 -1.367 -3.192 -1.055  0.32
C3 1.042 3.147 0.162  -0.23
N1 1.104 3.049 -1.097  -0.48
H5 1.064 4.152 0.593  0.23
H6 1.382 2.403 0.894  0.22
H7 0.906 2.096 -1.411  0.27

Calculated values
SMILES = CC=O.C=N
LUMO = 0.737 eV
relative energy (zero: lowest compared OMol25 entry of this formula, charge and spin) = 58.2 kcal per mole
HOMO level = -10.062 eV



Number 1: energy -248.46791 a.u.. Number 2: energy -248.31394 a.u.. Number 3: energy -248.34944 a.u.. Number 4: energy -248.40265 a.u.. Number 5: energy -248.27390 a.u.. Number 6: energy -248.46502 a.u.. Number 7: energy -248.40178 a.u.. Number 8: energy -248.43369 a.u..